# 1
Below is a 4-piece molecular cluster, C3H13NO4S2 overall at a distorted geometry, with properties calculated with ωB97M-V/def2-TZVPD.

Calculated values
Structure (SMILES) ... O=CNCCSS.O.O.O
Electronic energy ... -1274.17676 a.u.
HOMO ... -9.35 eV
Lowest unoccupied orbital energy ... 0.391 eV
Molecular weight ... 191.3 u
Spin multiplicity ... 1
HOMO-LUMO gap ... 0.358 Ha
ΔE to the lowest compared entry with this formula, charge and spin ... 17.5 kJ/mol

```
23
C3H13NO4S2 (ωB97M-V/def2-TZVPD)
O -0.98103 -2.24795 0.49026
C -0.55693 -1.68745 -0.50156
N 0.70695 -1.18975 -0.55732
C 1.10513 -0.52847 -1.78972
C 1.98462 0.68248 -1.52958
S 1.34451 2.33361 -1.23470
S 0.63498 2.62909 0.55124
H -1.25239 -1.48405 -1.32066
H 1.19497 -1.23206 0.32476
H 1.63113 -1.23164 -2.44209
H 0.25719 -0.16488 -2.36870
H 2.53357 0.89152 -2.46517
H 2.86099 0.53235 -0.89114
H -0.70833 2.42599 0.44752
O -2.59779 0.97248 -0.27904
H -2.44048 0.14117 -0.72724
H -2.99324 0.71610 0.54993
O -2.75491 -0.51617 1.73414
H -1.88367 -0.27313 2.05400
H -2.60223 -1.45912 1.58572
O 1.20921 0.03135 3.00228
H 1.60015 0.90885 3.12467
H 1.70760 -0.25033 2.24242
```


# 2
Below is a 2-piece molecular cluster, C13H18N3O3P overall at a distorted geometry, with properties calculated with ωB97M-V/def2-TZVPD.

Calculated values
Structure (SMILES) ... N=[PH2]c1cc(CCN)cc2c1C(=O)NC2=O.CC(C)=O
Electronic energy ... -1237.42702 a.u.
HOMO ... -8.68 eV
Lowest unoccupied orbital energy ... -0.923 eV
Molecular weight ... 295.3 u
Spin multiplicity ... 1
HOMO-LUMO gap ... 0.285 Ha

```
38
C13H18N3O3P (ωB97M-V/def2-TZVPD)
N 4.41988 3.82512 0.08074
P 4.02395 2.81770 1.23785
C 2.43996 1.94091 0.81074
C 1.24309 2.71465 0.49961
C 0.01083 2.00256 0.19927
C -1.30127 2.81797 -0.09461
C -2.19154 2.67812 1.22555
N -3.58698 3.13360 1.02512
C -0.09040 0.53398 0.15222
C 1.11154 -0.20046 0.46519
C 2.36993 0.49601 0.77592
C 3.43638 -0.60330 1.03206
O 4.62681 -0.51972 1.07267
N 2.69552 -1.83812 1.21923
C 1.39798 -1.72220 0.55895
O 0.76759 -2.67583 0.22049
H 3.72913 3.81678 -0.67416
H 5.04648 1.82978 1.35346
H 3.86826 3.48606 2.49772
H 1.22193 3.82631 0.51080
H -1.05850 3.90113 -0.27469
H -1.82293 2.41631 -0.99814
H -1.63480 3.22073 2.02877
H -2.17898 1.57464 1.45875
H -4.20503 2.32852 1.17205
H -3.80866 3.73643 1.82669
H -1.02810 -0.00535 -0.08821
H 2.61151 -1.91836 2.23726
C -2.23973 -4.68791 -3.40899
C -2.77920 -4.12234 -2.11945
C -1.87490 -4.16428 -0.91549
O -3.89526 -3.65302 -2.05552
H -2.99497 -4.59213 -4.18920
H -1.34873 -4.13577 -3.71365
H -2.00054 -5.74516 -3.28039
H -0.96959 -3.58925 -1.11006
H -1.61997 -5.19872 -0.67730
H -2.39071 -3.72539 -0.06123
```


# 3
Below is a 2-piece molecular cluster, HN3O overall at a distorted geometry, with properties calculated with ωB97M-V/def2-TZVPD.

Calculated values
Electronic energy ... -239.82127 a.u.
HOMO (spin up / spin down) ... -9.87 / -9.58 eV
Lowest unoccupied orbital energy (spin up / spin down) ... -1.474 / -0.704 eV
Molecular weight ... 59.0 u
Spin multiplicity ... 1
HOMO-LUMO gap (spin up / spin down) ... 0.309 / 0.326 Ha
ΔE to the lowest compared entry with this formula, charge and spin ... 593.0 kJ/mol

```
5
HN3O (ωB97M-V/def2-TZVPD)
N 2.10330 1.70241 -0.01736
N 2.03163 0.57839 0.14103
N 1.84781 -0.53720 -0.28289
O 2.18979 -1.59560 0.12110
H -0.58745 0.27823 -0.38319
```


# 4
Below is C12H24AuClI2N2OP2 as an isolated structure at a distorted geometry, with properties calculated with ωB97M-V/def2-TZVPD.

Calculated values
Total charge ... +2
⟨S²⟩ ... 2.009
Electronic energy ... -2529.82613 a.u.
HOMO (spin up / spin down) ... -14.56 / -14.56 eV
Lowest unoccupied orbital energy (spin up / spin down) ... -9.157 / -11.219 eV
Molecular weight ... 760.5 u
Spin multiplicity ... 3
HOMO-LUMO gap (spin up / spin down) ... 0.199 / 0.123 Ha
ΔE to the lowest compared entry with this formula, charge and spin ... 0.0 kJ/mol

```
45
C12H24AuClI2N2OP2 (ωB97M-V/def2-TZVPD)
I 0.03671 -0.95733 -5.05208
I 0.04641 2.61755 -2.09611
Au 0.02864 -0.00982 -2.23446
P -2.35556 -0.00758 -1.78527
C -3.02420 1.17829 -0.57808
C -3.36314 0.21269 -3.28163
H -4.39476 -0.12107 -3.09176
H -4.01103 -1.65275 -1.01108
H -2.90689 -0.37093 -4.09144
H -2.53296 -2.39802 -1.74456
H -2.70973 2.19598 -0.84156
H -3.35400 1.26774 -3.57197
C -2.91590 -1.59785 -1.09817
H -4.12629 1.11004 -0.55843
H -2.45161 -1.71801 -0.11068
H -2.62621 0.93012 0.41485
P 2.39872 0.00104 -1.76454
C 3.06304 1.19261 -0.56308
C 2.96284 -1.58273 -1.06772
H 2.97064 -0.41997 -4.05947
H 4.44120 -0.06541 -3.06615
H 3.33719 1.24881 -3.60325
C 3.39715 0.21109 -3.26734
H 2.61491 -2.38974 -1.72513
H 4.05524 -1.62222 -0.94225
H 4.16534 1.16938 -0.58012
H 2.70837 0.91317 0.43759
H 2.46846 -1.70874 -0.09536
H 2.69975 2.20196 -0.79701
Cl 0.01655 -2.36987 -1.76182
N -0.13040 -0.61075 6.05080
C -0.01977 0.53838 5.31185
O 0.09193 1.64152 5.83887
C -0.01738 0.36856 3.81568
C -0.08105 -0.86475 3.14067
C -0.06660 -0.87455 1.73817
N -0.00336 0.24031 0.99748
C 0.06271 1.41305 1.64075
C 0.06335 1.53015 3.03880
H -0.19105 -0.52336 7.05798
H -0.34226 -1.50759 5.63567
H -0.13389 -1.83026 3.63498
H -0.11229 -1.81815 1.19195
H 0.11087 2.31383 1.02116
H 0.13028 2.52517 3.47325
```


# 5
Below is an isolated ion of composition C3H4N3 and charge +1 at a distorted geometry, with properties calculated with ωB97M-V/def2-TZVPD.

Calculated values
Structure (SMILES) ... C1#[N+]NC=NC1
Total charge ... +1
Electronic energy ... -280.55358 a.u.
HOMO ... -15.42 eV
Lowest unoccupied orbital energy ... -7.694 eV
Molecular weight ... 82.1 u
Spin multiplicity ... 1
HOMO-LUMO gap ... 0.284 Ha
ΔE to the lowest compared entry with this formula, charge and spin ... 198.2 kJ/mol

```
10
C3H4N3 (ωB97M-V/def2-TZVPD)
C 0.57276 0.64644 1.38971
N -0.44150 1.06044 0.92194
N -1.15927 0.82644 -0.14775
C -0.66424 -0.20890 -0.96799
N 0.38145 -0.84293 -0.71716
C 1.19698 -0.60001 0.43540
H -2.05573 1.27235 -0.30981
H -1.27349 -0.39766 -1.84531
H 2.20499 -0.27637 0.15932
H 1.23805 -1.47979 1.08166
```


# 6
Below is one molecule with the formula C7H7BrO at a distorted geometry, with properties calculated with ωB97M-V/def2-TZVPD.

Calculated values
Electronic energy ... -2920.00221 a.u.
HOMO ... -8.31 eV
Lowest unoccupied orbital energy ... 0.602 eV
Molecular weight ... 187.0 u
Spin multiplicity ... 1
HOMO-LUMO gap ... 0.327 Ha
ΔE to the lowest compared entry with this formula, charge and spin ... 337.4 kJ/mol

```
16
C7H7BrO (ωB97M-V/def2-TZVPD)
C 2.07452 -0.01115 1.14750
C 1.37467 1.13180 1.22917
C 1.46743 -1.11369 0.47632
C -0.16619 0.15857 -0.14024
C 1.49379 -2.32642 -0.03228
C -1.36448 -0.00812 -0.68179
C -2.33166 1.03572 -1.15694
O 0.19296 1.33069 0.58232
Br -1.74179 -1.68884 -1.46171
H 2.88910 -0.08534 1.72351
H 1.65627 2.07618 1.79653
H 0.71103 -2.74385 -0.52849
H 2.34867 -2.94563 0.14186
H -2.18847 2.04100 -0.53679
H -2.10061 1.12997 -2.12327
H -3.26353 0.61996 -0.89240
```


# 7
Below is C28H32N6O4SSb2W as an isolated structure at a distorted geometry, with properties calculated with ωB97M-V/def2-TZVPD.

Calculated values
Total charge ... +2
Electronic energy ... -2660.85711 a.u.
HOMO (spin up / spin down) ... -13.08 / -13.08 eV
Lowest unoccupied orbital energy (spin up / spin down) ... -7.403 / -7.400 eV
Molecular weight ... 976.0 u
Spin multiplicity ... 1
HOMO-LUMO gap (spin up / spin down) ... 0.209 / 0.209 Ha
ΔE to the lowest compared entry with this formula, charge and spin ... 374.9 kJ/mol

```
74
C28H32N6O4SSb2W (ωB97M-V/def2-TZVPD)
W -0.21784 -0.48708 -0.13093
O 3.69735 -0.22733 0.99209
C 2.46035 -0.44420 0.90958
O 1.88167 -0.27995 -0.15067
C 1.67754 -0.88935 2.03662
C 1.88876 -0.77005 3.35642
C 0.78392 -0.72523 4.20443
C -0.49985 -0.71191 3.68340
C -0.64896 -0.98972 2.36225
N 0.44585 -1.27403 1.60343
C -1.85063 -0.83714 1.47623
O -2.72659 -0.05998 1.61851
O -1.68438 -1.59142 0.30868
H 4.03105 0.13206 0.15022
H 2.90182 -0.63376 3.73865
H 0.93091 -0.61372 5.27899
H -1.37694 -0.51756 4.30590
C -0.30164 -4.61198 -1.56929
Sb 0.85130 -2.97257 -0.92590
C 1.80512 -3.99284 0.66087
C 2.54296 -3.17489 -2.24516
C 3.03956 -2.06670 -3.12917
C 4.34991 -1.62456 -2.97976
C 4.91817 -0.72884 -3.87651
C 4.17188 -0.27495 -4.95373
C 2.84957 -0.68501 -5.09462
C 2.27302 -1.56669 -4.18487
C 0.79858 -1.87774 -4.24797
Sb -0.12158 -0.49458 -2.91320
C -0.91146 0.89530 -4.28948
C -2.00514 -1.55787 -2.82079
H 0.37591 -5.47019 -1.60456
H -0.75618 -4.44976 -2.53705
H -1.07743 -4.79691 -0.83169
H 2.17754 -4.92207 0.23570
H 1.09058 -4.20938 1.44755
H 2.62908 -3.42160 1.06621
H 2.23527 -4.04497 -2.83215
H 3.32914 -3.48759 -1.56744
H 4.95318 -2.01359 -2.15965
H 5.94994 -0.40980 -3.75191
H 4.61410 0.39618 -5.68219
H 2.25709 -0.32733 -5.94050
H 0.55264 -2.88522 -3.94631
H 0.34982 -1.66554 -5.21796
H -1.55221 0.31221 -4.93536
H -0.10103 1.34432 -4.86077
H -1.46573 1.66486 -3.77338
H -2.36867 -1.68028 -3.83215
H -2.70945 -0.97641 -2.26869
H -1.92584 -2.51869 -2.35752
N -5.26696 3.62489 -0.53371
C -4.32968 3.04131 -0.90585
N -3.25063 2.37660 -1.33302
C -2.35348 1.60332 -1.02152
N -1.38333 0.92301 -0.97218
N -0.10194 4.05875 2.09351
C -0.56664 2.81988 2.02210
S 0.45009 1.69730 1.16054
N -1.67888 2.46784 2.65009
C -2.36575 3.29229 3.64160
C -1.64994 3.75176 4.74384
C -2.28987 4.53580 5.69735
C -3.63908 4.85049 5.54777
C -4.34681 4.35631 4.46127
C -3.71077 3.57310 3.50280
H 0.76703 4.29124 1.65011
H -0.60326 4.76525 2.60643
H -2.04877 1.55062 2.44711
H -0.60147 3.48547 4.86723
H -1.73514 4.89322 6.56134
H -4.13658 5.47565 6.28535
H -5.40596 4.58234 4.34605
H -4.26420 3.19959 2.65745
```